{"formula": "C35H59Cl2F5HfNO4P2S4Se2", "method": "the ωB97M-V functional and the def2-TZVPD basis", "elements": ["Hf", "C", "Se", "C", "C", "Se", "C", "H", "H", "H", "H", "H", "H", "H", "H", "H", "H", "F", "C", "C", "F", "C", "F", "C", "S", "C", "F", "C", "F", "O", "S", "N", "Cl", "C", "Cl", "H", "H", "O", "P", "C", "C", "C", "C", "C", "C", "C", "C", "C", "C", "C", "C", "C", "C", "C", "C", "C", "C", "H", "H", "H", "H", "H", "H", "H", "H", "H", "H", "H", "H", "H", "H", "H", "H", "H", "H", "H", "H", "H", "H", "H", "H", "H", "H", "H", "H", "H", "H", "H", "H", "H", "C", "C", "C", "O", "P", "S", "S", "O", "C", "C", "C", "H", "H", "H", "H", "H", "H", "H", "H", "H", "H", "H", "H", "H", "H"], "positions_angstrom": [[-0.706695, 1.269380, 0.343363], [-3.281816, 4.786571, 1.045584], [-2.762350, 3.068214, 1.795966], [-1.801807, 3.747591, 3.336025], [-0.355417, 4.083091, 3.063068], [0.724151, 2.522618, 2.664868], [2.230786, 3.593186, 2.088630], [-3.733039, 5.371350, 1.850767], [-3.997327, 4.584390, 0.263255], [-2.405764, 5.277151, 0.649875], [-1.917908, 2.992063, 4.098330], [-2.344832, 4.640295, 3.668776], [0.080181, 4.506080, 3.968749], [-0.234840, 4.782508, 2.249195], [1.893083, 4.205180, 1.271327], [3.030824, 2.906816, 1.795797], [2.532917, 4.205309, 2.942240], [4.969947, 3.273101, -3.290472], [3.782897, 3.347420, -2.695397], [3.459894, 2.467273, -1.690071], [4.354416, 1.541217, -1.310039], [2.235108, 2.560538, -1.069803], [1.988290, 1.659189, -0.085014], [1.289980, 3.524793, -1.371084], [-0.204104, 3.682738, -0.444807], [1.642103, 4.392071, -2.399114], [0.823061, 5.381828, -2.771951], [2.862018, 4.314637, -3.050560], [3.172006, 5.170295, -4.042820], [-0.677739, -1.181610, -3.446360], [-0.809133, -0.837496, -2.048587], [-0.306910, 0.464775, -1.554553], [-4.037136, 1.228255, 4.565670], [-3.256962, -0.043636, 3.629551], [-1.558449, 0.353628, 3.186999], [-3.782216, -0.139155, 2.692121], [-3.196131, -0.972931, 4.169522], [0.604067, -0.323521, 0.983776], [1.500552, -1.582738, 0.889364], [2.840561, -1.382301, -0.362533], [3.911871, -2.482521, -0.433826], [3.660847, -3.601218, -1.447329], [3.314263, -3.067886, -2.832498], [2.135602, -2.118758, -2.719986], [2.510648, -0.964891, -1.803807], [0.501167, -3.081873, 0.582230], [1.113895, -4.402405, 1.041460], [0.325076, -5.576066, 0.429423], [-1.165064, -5.287139, 0.284780], [-1.597420, -4.299313, 1.350875], [-0.923384, -2.937979, 1.145793], [2.484397, -1.971912, 2.391269], [3.749590, -1.152470, 2.649341], [3.481811, 0.209913, 3.220123], [2.688987, 0.074641, 4.525367], [1.419361, -0.736705, 4.327715], [1.664838, -2.080876, 3.673371], [3.311865, -0.495618, 0.077312], [4.121886, -2.906988, 0.557070], [4.838605, -1.968224, -0.734338], [2.849871, -4.256780, -1.108676], [4.564120, -4.229052, -1.481385], [3.106353, -3.898295, -3.500195], [4.173539, -2.506087, -3.222810], [1.263095, -2.671892, -2.353025], [1.836270, -1.685853, -3.666573], [1.780691, -0.162292, -1.813908], [3.438812, -0.528147, -2.200922], [0.391462, -3.129421, -0.516961], [1.102067, -4.450564, 2.129997], [2.154304, -4.478594, 0.751803], [0.458075, -6.440779, 1.079017], [0.748304, -5.824422, -0.544562], [-1.734368, -6.203927, 0.372565], [-1.392647, -4.861838, -0.693911], [-1.352138, -4.707065, 2.346205], [-2.675663, -4.157126, 1.359573], [-0.934136, -2.377942, 2.077374], [-1.522788, -2.371342, 0.427800], [2.784427, -2.985866, 2.134897], [4.352536, -1.093949, 1.739599], [4.337562, -1.701210, 3.397572], [2.887280, 0.803100, 2.501321], [4.424537, 0.755192, 3.398223], [2.449447, 1.063330, 4.916577], [3.309072, -0.415066, 5.292802], [0.723649, -0.163625, 3.709037], [0.908072, -0.877931, 5.274785], [0.719825, -2.581836, 3.484287], [2.218865, -2.720406, 4.383777], [-4.952151, -0.674805, -4.272496], [-4.145333, -1.170286, -3.091800], [-4.964252, -1.876770, -2.015984], [-3.363369, -0.031173, -2.599548], [-3.678614, 0.992509, -1.439228], [-5.424941, 1.751835, -1.446156], [-3.016496, 0.096844, 0.295080], [-2.499605, 2.077908, -1.594210], [-2.304315, 2.937077, -2.784642], [-2.734724, 2.303973, -4.095949], [-2.986690, 4.254305, -2.529994], [-5.501331, -1.522861, -4.704082], [-4.280713, -0.276502, -5.042685], [-5.661768, 0.090001, -3.976891], [-3.373714, -1.856971, -3.448549], [-5.775088, -1.245639, -1.656945], [-4.358167, -2.233637, -1.167205], [-5.420948, -2.770581, -2.464495], [-1.227012, 3.080885, -2.805331], [-3.806119, 2.170970, -4.160587], [-2.205644, 1.373031, -4.278530], [-2.447788, 3.012218, -4.859703], [-4.072073, 4.131681, -2.437858], [-2.760005, 4.944510, -3.345543], [-2.604720, 4.709337, -1.614969]], "forces_ev_per_angstrom": [[-0.1, -0.2, -0.7], [0.3, -0.1, 0.3], [-0.2, -0.1, -0.2], [-0.1, 0.4, -0.1], [-0.2, 0.0, 0.6], [0.0, -0.1, 0.2], [0.3, -0.4, 0.4], [0.0, -0.1, -0.2], [-0.2, 0.0, -0.2], [0.1, 0.3, -0.1], [0.1, -0.1, 0.3], [0.1, -0.2, -0.1], [0.1, 0.1, 0.0], [0.0, 0.2, -0.3], [0.0, 0.2, -0.4], [-0.1, 0.3, 0.1], [0.0, -0.1, -0.2], [-0.2, 0.0, 0.0], [0.2, 0.2, -0.2], [0.3, -0.4, 0.2], [-0.2, 0.1, 0.0], [0.2, 0.0, -0.1], [-0.2, 0.0, 0.0], [0.0, -0.1, 0.1], [0.3, -0.1, -0.1], [-0.1, 0.5, -0.2], [-0.1, -0.2, 0.2], [0.3, 0.4, -0.7], [-0.3, -0.4, 0.6], [0.1, 0.3, -0.1], [-0.4, -0.7, -0.1], [0.1, 0.6, 0.3], [0.2, -0.4, 0.1], [-0.1, 0.4, -0.3], [-0.2, -0.1, 0.3], [-0.1, -0.1, -0.1], [-0.1, -0.1, 0.3], [-0.3, 0.2, 0.1], [0.8, -0.5, -0.3], [-0.2, 0.5, -0.1], [0.4, -0.2, 0.4], [0.1, -0.2, 0.1], [0.2, 0.1, 0.2], [0.0, 0.0, 0.1], [0.0, 0.2, 0.2], [-0.4, 0.3, -0.4], [0.0, -0.1, -0.1], [0.3, 0.0, 0.1], [-0.1, 0.3, 0.1], [0.0, 0.0, 0.6], [-0.4, 0.0, -0.2], [-0.3, 0.2, 0.1], [0.5, -0.4, -0.4], [-0.3, 0.6, 0.3], [0.3, 0.0, 0.2], [-0.3, 0.4, -0.2], [0.1, -0.2, 0.4], [0.1, 0.0, 0.1], [0.0, 0.0, -0.3], [-0.2, -0.1, 0.1], [0.0, 0.1, -0.1], [-0.2, 0.1, 0.0], [0.0, 0.0, -0.2], [-0.1, -0.2, -0.1], [0.0, 0.1, 0.0], [0.0, -0.1, -0.3], [0.0, -0.1, -0.1], [-0.1, -0.1, 0.1], [0.2, 0.1, 0.3], [-0.1, 0.0, 0.1], [0.2, -0.1, -0.1], [0.1, -0.1, -0.1], [0.1, -0.1, 0.0], [-0.1, -0.2, -0.1], [0.0, 0.0, -0.1], [0.0, 0.1, -0.2], [-0.1, 0.0, -0.1], [0.0, 0.1, 0.1], [0.1, 0.1, 0.1], [0.2, -0.1, -0.1], [0.1, 0.0, 0.2], [0.0, -0.1, -0.2], [0.2, -0.1, 0.1], [-0.3, -0.2, -0.1], [-0.1, 0.0, 0.0], [0.0, 0.1, -0.2], [0.3, -0.1, 0.0], [-0.1, -0.1, 0.2], [-0.2, -0.1, 0.0], [-0.1, 0.1, -0.3], [0.1, -0.5, -0.3], [-0.1, -0.1, 0.0], [0.0, -0.3, -0.1], [0.2, -0.2, 0.2], [-0.1, 0.3, -0.1], [-0.5, 0.0, 0.2], [0.4, -0.1, 0.1], [0.1, -0.5, 0.0], [-0.1, 0.0, -0.2], [0.4, 0.1, 0.3], [-0.2, 0.3, 0.2], [0.1, 0.2, 0.1], [-0.2, 0.0, 0.2], [-0.1, 0.1, 0.1], [0.0, 0.1, 0.0], [0.0, 0.1, 0.1], [-0.1, 0.3, -0.3], [0.1, 0.3, 0.0], [0.0, -0.1, 0.1], [-0.3, -0.2, 0.0], [-0.1, -0.1, -0.1], [0.1, 0.2, -0.3], [0.2, 0.0, -0.1], [-0.1, -0.1, 0.0], [0.0, -0.1, -0.1]], "homo_ev": -10.79, "total_charge": 1, "orbital_gap_ev": 8.07, "relative_energy_kcal_mol": 0.0}



{"formula": "C35H59F3NO7P", "method": "the ωB97M-V functional and the def2-TZVPD basis", "elements": ["C", "C", "P", "C", "C", "C", "C", "C", "C", "O", "N", "C", "C", "C", "C", "C", "C", "C", "O", "C", "C", "C", "F", "F", "F", "C", "O", "H", "H", "H", "H", "H", "H", "H", "H", "H", "H", "H", "H", "H", "H", "H", "H", "H", "H", "H", "C", "C", "O", "C", "C", "H", "H", "H", "H", "H", "H", "H", "H", "H", "H", "C", "C", "O", "C", "C", "H", "H", "H", "H", "H", "H", "H", "H", "H", "H", "C", "C", "O", "C", "C", "H", "H", "H", "H", "H", "H", "H", "H", "H", "H", "C", "C", "O", "C", "C", "H", "H", "H", "H", "H", "H", "H", "H", "H", "H"], "positions_angstrom": [[5.681998, 2.328815, 4.269754], [5.106601, 1.441334, 3.155872], [3.327047, 1.831538, 2.882126], [2.607483, 1.525740, 4.544831], [2.720342, 0.367040, 1.954968], [2.035102, 0.508359, 0.807489], [1.660827, 1.817806, 0.169197], [0.422260, 2.408394, 0.858415], [-0.874186, 1.894357, 0.291389], [-0.938983, 0.946345, -0.450477], [-2.053094, 2.613075, 0.704668], [-2.821863, 2.018425, 1.737579], [-4.213948, 2.068568, 1.671279], [-4.980352, 1.533471, 2.685136], [-4.385755, 0.928948, 3.782268], [-3.002572, 0.865955, 3.839793], [-2.225219, 1.411770, 2.838357], [1.610068, -0.742729, 0.102224], [1.677755, -0.871483, -1.096185], [1.164360, -1.849136, 0.997312], [1.805875, -1.986988, 2.152155], [1.400767, -3.064601, 3.127234], [2.177988, -3.114480, 4.209897], [0.139528, -2.843180, 3.552955], [1.411526, -4.280890, 2.559271], [2.936649, -1.035525, 2.444843], [3.941218, -1.418091, 2.995688], [5.090925, 3.231643, 4.431106], [5.733369, 1.779274, 5.207758], [6.695529, 2.638951, 4.020306], [5.589423, 1.631249, 2.196994], [5.209982, 0.389163, 3.396633], [2.744985, 2.450093, 5.105585], [1.533067, 1.364272, 4.457344], [3.067400, 0.710022, 5.103317], [1.421020, 1.596442, -0.871008], [2.488709, 2.520064, 0.215648], [0.424511, 3.496303, 0.874609], [0.418750, 2.101984, 1.908272], [-2.629517, 2.782009, -0.110902], [-4.690777, 2.537946, 0.819996], [-6.059076, 1.586149, 2.621388], [-4.994565, 0.528748, 4.580588], [-2.537813, 0.401569, 4.700311], [-1.149979, 1.354394, 2.920209], [0.371822, -2.512398, 0.674769], [0.869062, -0.357649, -7.117758], [0.304551, 0.663988, -6.144460], [-0.946313, 0.303631, -5.590809], [-0.976389, -0.902129, -4.845471], [-0.046126, -0.916903, -3.646616], [0.163712, -0.541951, -7.929984], [1.801724, 0.012183, -7.545236], [1.082875, -1.311115, -6.633038], [0.119035, 1.602442, -6.668195], [1.031274, 0.880110, -5.352636], [-0.776481, -1.761471, -5.498441], [-2.010517, -0.995664, -4.510907], [1.002300, -0.840027, -3.936562], [-0.163478, -1.846637, -3.090301], [-0.269385, -0.086823, -2.975799], [6.939600, 2.405174, -2.818954], [6.434227, 2.359216, -1.387196], [5.053137, 2.071928, -1.268850], [4.625417, 0.827073, -1.798995], [5.286667, -0.379778, -1.154919], [6.377638, 3.138412, -3.398771], [7.993474, 2.685045, -2.831202], [6.848635, 1.439384, -3.317442], [6.557163, 3.338961, -0.924476], [7.027758, 1.652158, -0.795540], [4.750197, 0.804838, -2.887150], [3.555217, 0.783410, -1.601308], [6.363692, -0.405341, -1.326562], [4.861906, -1.295890, -1.566824], [5.120546, -0.374308, -0.074962], [-3.417057, -0.146449, -7.597532], [-4.599978, -0.841115, -8.247469], [-4.300346, -1.456987, -9.489096], [-3.295758, -2.453011, -9.459085], [-3.607184, -3.628000, -8.547526], [-2.999334, 0.606383, -8.267863], [-3.724032, 0.345276, -6.674735], [-2.619473, -0.842291, -7.341417], [-5.379129, -0.113782, -8.477134], [-5.041828, -1.568173, -7.555616], [-2.325669, -2.014722, -9.195728], [-3.215589, -2.800392, -10.489457], [-3.680372, -3.327772, -7.501498], [-2.816273, -4.375249, -8.623046], [-4.552186, -4.092642, -8.832312], [-5.278896, -0.542367, 9.842937], [-5.253167, -0.369184, 8.333985], [-3.980102, -0.571484, 7.747943], [-3.403284, -1.852668, 7.930718], [-4.229170, -2.993969, 7.362743], [-4.563401, 0.130779, 10.316654], [-6.275008, -0.316338, 10.224623], [-5.033629, -1.561584, 10.144011], [-5.517168, 0.657801, 8.080143], [-6.002475, -1.015613, 7.862363], [-3.183157, -2.028231, 8.989787], [-2.444772, -1.803632, 7.413494], [-5.194495, -3.091613, 7.860935], [-3.694794, -3.935959, 7.489227], [-4.412578, -2.839993, 6.298357]], "forces_ev_per_angstrom": [[0.1, -0.1, -0.2], [-0.3, 0.1, 0.1], [0.0, 0.3, -0.2], [0.1, 0.0, 0.1], [0.0, -0.3, -0.1], [0.2, 0.2, 0.2], [-0.1, -0.3, -0.1], [0.1, -0.2, 0.0], [0.0, -0.2, 0.0], [0.0, 0.3, 0.0], [0.1, 0.0, -0.1], [-0.1, 0.1, 0.0], [0.2, 0.1, -0.2], [-0.2, -0.1, 0.2], [0.0, 0.1, -0.1], [-0.2, -0.1, 0.4], [0.1, 0.0, -0.2], [-0.1, -0.1, -0.1], [-0.1, 0.0, 0.1], [0.1, 0.0, 0.2], [-0.2, 0.0, 0.0], [0.1, -0.1, 0.1], [0.0, 0.0, 0.0], [0.0, 0.0, 0.0], [0.0, 0.0, 0.0], [0.0, 0.0, 0.0], [-0.1, 0.1, 0.1], [0.0, 0.1, 0.0], [-0.1, 0.1, 0.1], [0.0, 0.0, 0.1], [0.1, 0.0, 0.0], [0.2, -0.1, 0.0], [0.0, 0.0, 0.1], [0.0, -0.1, 0.0], [0.0, -0.1, -0.1], [0.1, 0.2, -0.1], [0.0, 0.0, 0.0], [-0.1, 0.0, -0.1], [0.0, 0.2, 0.1], [0.0, -0.1, 0.0], [0.0, 0.0, 0.0], [0.0, 0.0, 0.0], [0.1, -0.1, 0.0], [0.1, 0.0, 0.0], [0.0, 0.0, 0.0], [0.1, 0.0, -0.1], [-0.1, -0.1, 0.0], [0.1, 0.0, 0.0], [0.0, 0.1, 0.0], [0.0, -0.1, 0.0], [0.0, 0.1, -0.1], [0.0, 0.0, 0.0], [0.0, 0.0, 0.0], [0.0, 0.0, 0.0], [0.0, 0.0, 0.0], [0.0, 0.0, 0.0], [0.0, 0.0, 0.0], [0.0, 0.0, 0.0], [0.0, -0.1, 0.0], [0.0, 0.0, 0.0], [0.0, 0.0, 0.0], [-0.1, 0.0, 0.0], [0.1, 0.0, 0.0], [-0.1, 0.0, 0.1], [0.0, -0.1, 0.1], [0.1, 0.1, 0.0], [0.0, 0.0, 0.0], [0.0, 0.0, 0.0], [0.0, 0.0, 0.0], [0.0, 0.0, 0.0], [0.0, 0.0, 0.0], [0.1, 0.0, 0.0], [0.0, 0.1, -0.1], [0.0, 0.0, 0.0], [0.0, 0.0, 0.0], [0.0, 0.0, 0.0], [0.0, -0.1, -0.1], [0.0, 0.0, 0.1], [0.0, 0.0, -0.1], [0.1, 0.0, 0.0], [-0.1, 0.0, 0.0], [0.0, 0.0, 0.0], [0.0, 0.0, 0.0], [0.0, 0.0, 0.1], [0.0, 0.0, 0.0], [0.0, 0.0, 0.0], [0.0, 0.0, 0.0], [0.0, 0.0, 0.0], [0.1, 0.0, 0.0], [0.0, 0.0, 0.0], [0.0, 0.0, 0.0], [0.1, 0.0, 0.0], [-0.1, 0.0, 0.0], [0.1, 0.1, -0.1], [0.0, -0.1, 0.0], [-0.1, 0.1, 0.0], [0.0, 0.0, 0.0], [0.0, 0.0, 0.0], [0.0, 0.0, 0.0], [0.0, 0.0, 0.0], [0.0, 0.0, 0.0], [0.0, 0.0, 0.0], [0.0, 0.0, 0.0], [0.0, 0.0, 0.0], [0.0, 0.0, 0.0], [0.0, 0.0, 0.0]], "homo_ev": -8.53, "total_charge": 0, "smiles": "CCP(C)C1=C(CCC(=O)Nc2ccccc2)C(=O)C=C(C(F)(F)F)C1=O.CCOCC.CCOCC.CCOCC.CCOCC", "orbital_gap_ev": 7.26, "relative_energy_kcal_mol": 0.0}